Entry 1:
# C4H8OS2

2 unconnected molecules or ions with the total composition C4H8OS2 (ωB97M-V/def2-TZVPD, OMol25).

## Properties
ΔE to the lowest compared entry with this formula, charge and spin = 96.9 kcal per mole
calculated total energy = -27991.49867 eV
F_max = 0.0773 Eh/bohr
HOMO energy = -8.98 eV

Geometry (Å):
C: 0.155 1.158 -0.340
C: 1.568 0.693 -0.871
C: 0.154 -1.377 0.097
C: -0.719 -0.185 -0.616
H: 0.925 0.837 1.160
H: -0.182 2.137 -0.858
H: 2.547 1.407 -0.901
H: 1.363 0.195 -1.933
H: 0.205 -2.287 -0.413
H: -0.309 -1.708 1.111
H: -0.715 -0.425 -1.644
H: -2.184 -0.663 1.882
O: 0.267 1.586 1.056
S: 1.774 -0.749 0.284
S: -2.445 -0.120 -0.064

Population analysis type Mulliken, resulting atomic charges in e: -0.263, -0.418, -0.470, -0.321, 0.424, 0.399, 0.295, 0.225, 0.348, 0.234, 0.363, 0.116, -0.507, -0.224, -0.201

---

Entry 2:
# C24H71FeO12

A molecular structure, C24H71FeO12 (ωB97M-V/def2-TZVPD, OMol25).

## Properties
multiplicity = 6
net charge = +2
ΔE to the lowest compared entry with this formula, charge and spin = 127.1 kcal per mole
calculated total energy = -84972.47646 eV
F_max = 0.0962 Eh/bohr
HOMO energy (alpha / beta) = -13.72 / -13.72 eV

Geometry (Å):
Fe: 2.787 13.701 15.269
C: 2.312 9.758 14.242
C: 3.344 10.710 13.656
O: 3.259 11.990 14.225
H: 2.323 8.880 13.597
H: 1.290 10.135 14.274
H: 2.478 9.395 15.257
H: 3.158 10.672 12.582
H: 4.324 10.236 13.707
C: 1.711 5.641 14.341
C: 0.345 5.652 13.701
O: -0.171 4.387 13.543
H: 1.678 5.210 15.342
H: 2.014 6.677 14.488
H: 2.407 5.072 13.725
H: 0.361 6.090 12.703
H: -0.305 6.299 14.290
H: -1.130 4.356 13.513
C: 1.856 13.226 9.208
C: 1.458 11.822 9.716
O: 0.129 11.525 9.336
H: 1.259 13.942 9.772
H: 1.562 13.390 8.172
H: 2.908 13.473 9.354
H: 1.611 11.642 10.780
H: 2.092 11.065 9.255
H: -0.061 10.614 9.570
C: -0.924 10.158 12.266
C: -1.250 8.882 11.496
O: -0.790 9.052 10.166
H: 0.105 10.486 12.118
H: -1.268 10.059 13.295
H: -1.566 10.946 11.871
H: -2.324 8.698 11.527
H: -0.761 8.039 11.985
H: -0.734 8.198 9.731
C: -1.345 10.806 16.609
C: -1.281 9.755 17.721
O: -2.589 9.601 18.169
H: -2.182 10.640 15.931
H: -0.428 10.885 16.025
H: -1.472 11.778 17.085
H: -0.693 9.982 18.610
H: -0.949 8.770 17.392
H: -2.630 9.125 19.002
C: 5.394 10.087 16.871
C: 5.408 10.597 18.327
O: 5.268 11.986 18.313
H: 6.307 10.478 16.422
H: 4.543 10.448 16.294
H: 5.418 8.998 16.910
H: 6.280 10.368 18.940
H: 4.551 10.099 18.781
H: 5.225 12.270 19.229
C: 6.776 13.720 15.504
C: 5.673 14.387 16.324
O: 4.566 13.470 16.362
H: 7.233 12.873 16.017
H: 7.602 14.367 15.210
H: 6.407 13.280 14.578
H: 5.389 15.337 15.872
H: 5.987 14.520 17.360
H: 4.778 12.863 17.074
C: 1.997 8.121 18.303
C: 1.128 7.213 19.161
O: 2.027 6.315 19.789
H: 2.744 8.646 18.899
H: 1.404 8.925 17.867
H: 2.510 7.623 17.481
H: 0.375 6.729 18.539
H: 0.619 7.904 19.834
H: 2.375 5.822 19.043
C: 5.149 7.140 14.490
C: 5.734 5.956 15.362
O: 4.725 4.954 15.613
H: 5.935 7.803 14.128
H: 4.519 7.762 15.126
H: 4.553 6.757 13.661
H: 5.985 6.354 16.345
H: 6.554 5.511 14.799
H: 4.697 4.503 14.766
C: 5.450 11.378 10.360
C: 6.483 12.378 9.734
O: 6.599 12.136 8.347
H: 5.245 11.475 11.426
H: 5.769 10.346 10.217
H: 4.498 11.451 9.835
H: 7.458 12.227 10.197
H: 6.176 13.395 9.978
H: 7.398 12.520 7.978
C: 2.752 7.230 11.067
C: 3.785 8.262 10.507
O: 4.559 7.618 9.533
H: 2.038 7.700 11.743
H: 3.266 6.417 11.580
H: 2.173 6.719 10.299
H: 4.372 8.670 11.330
H: 3.350 9.189 10.132
H: 4.625 8.190 8.764
C: 7.725 9.599 12.495
C: 7.617 10.894 13.301
O: 8.857 11.478 13.418
H: 6.744 9.183 12.266
H: 8.171 8.774 13.052
H: 8.305 9.705 11.579
H: 7.130 10.651 14.245
H: 6.923 11.543 12.768
H: 8.791 12.430 13.318

Atomic partial charges in e from the Mulliken method, atoms 1 to 99: 1.067, 0.621, 0.393, -0.281, -0.613, -0.060, -0.107, -0.092, -0.156, -0.376, -0.309, -0.572, 0.529, -0.177, 0.211, 0.007, 0.368, 0.321, -1.211, 0.573, -0.096, 0.396, 0.366, 0.309, 0.024, 0.184, 0.427, -0.642, 0.447, -0.597, -0.159, 0.184, 0.381, 0.383, -0.184, 0.270, -0.838, 0.069, -0.571, 0.327, -0.018, 0.363, 0.239, 0.119, 0.324, -0.212, -0.407, -0.516, 0.111, -0.131, 0.228, 0.393, 0.167, 0.261, -0.787, -0.393, -0.245, 0.281, 0.455, 0.015, 0.403, 0.241, 0.356, -0.509, -0.429, -0.527, 0.214, 0.114, 0.137, 0.284, 0.312, 0.315, 0.932, -0.710, -0.493, 0.030, -0.624, -0.115, 0.291, 0.381, 0.306, -0.104, -0.694, -0.539, -0.230, 0.285, 0.235, 0.393, 0.294, 0.329, -0.654, 1.270, -0.600, -0.255, 0.216, 0.471, -0.403, -0.430, 0.360

---

Entry 3:
# C2H4N2S

C2H4N2S in the gas phase (ωB97M-V/def2-TZVPD, OMol25).

## Properties
SMILES = [H]/N=C\NC=S
ΔE to the lowest compared entry with this formula, charge and spin = 59.9 kcal per mole
calculated total energy = -15951.28393 eV
F_max = 0.1456 Eh/bohr
HOMO energy = -9.05 eV

Geometry (Å):
H: 2.472 0.863 -0.618
N: 1.745 1.340 0.129
C: 0.590 0.783 0.132
N: 0.006 -0.509 -0.333
C: -1.422 -0.776 -0.128
S: -2.503 0.235 0.095
H: -0.084 1.330 1.076
H: 0.732 -1.459 -0.184
H: -1.537 -1.808 -0.170

Population analysis type Mulliken, resulting atomic charges in e: 0.242, -0.462, 0.027, -0.321, -0.001, -0.342, 0.212, 0.315, 0.330

---

Entry 4:
# CH3FNO2S

2 unconnected molecules or ions with the total composition CH3FNO2S (ωB97M-V/def2-TZVPD, OMol25).

## Properties
multiplicity = 3
net charge = -1
ΔE to the lowest compared entry with this formula, charge and spin = 12.7 kcal per mole
calculated total energy = -20219.38098 eV
F_max = 0.0737 Eh/bohr
HOMO energy (alpha / beta) = -1.50 / -3.89 eV

Geometry (Å):
C: 1.215 0.376 -0.765
N: 0.120 -0.392 0.823
O: -2.294 -1.143 1.030
O: -1.895 1.122 0.107
F: 2.388 -0.289 -0.824
S: -1.540 0.139 1.161
H: 0.576 0.149 -1.606
H: 1.333 1.409 -0.481
H: 0.098 -1.371 0.555

Population analysis type Mulliken, resulting atomic charges in e: -0.241, -0.510, -0.611, -0.570, -0.268, 0.537, 0.226, 0.204, 0.233

---

Entry 5:
# C3H7ClOS

C3H7ClOS in the gas phase (ωB97M-V/def2-TZVPD, OMol25).

## Properties
SMILES = C[C@@H](Cl)[C@H](O)S
ΔE to the lowest compared entry with this formula, charge and spin = 32.3 kcal per mole
calculated total energy = -28628.37725 eV
F_max = 0.0797 Eh/bohr
HOMO energy = -9.39 eV

Geometry (Å):
C: -1.717 0.147 0.393
C: -0.269 -0.536 0.490
Cl: -0.263 -2.070 -0.337
C: 0.852 0.516 -0.284
O: 0.873 0.350 -1.662
S: 2.465 0.143 0.456
H: -1.709 1.171 0.528
H: -2.140 0.021 -0.539
H: -2.210 -0.435 1.119
H: 0.037 -0.707 1.608
H: 0.467 1.576 -0.055
H: 1.518 0.905 -1.973
H: 2.095 -1.080 0.256

Population analysis type Mulliken, resulting atomic charges in e: -1.432, -0.031, -0.151, -0.084, -0.445, -0.183, 0.404, 0.403, 0.379, 0.384, 0.305, 0.325, 0.126

---

- The lowest calculated total energy belongs to which entry?
  C24H71FeO12

---

- Which of these has the lowest calculated total energy?
  C24H71FeO12

---

- Which of these has the lowest ΔE to the lowest compared entry with this formula, charge and spin?
  CH3FNO2S

---

Please write out number 1 again, unchanged.
# C4H8OS2

2 unconnected molecules or ions with the total composition C4H8OS2 (ωB97M-V/def2-TZVPD, OMol25).

## Properties
ΔE to the lowest compared entry with this formula, charge and spin = 96.9 kcal per mole
calculated total energy = -27991.49867 eV
F_max = 0.0773 Eh/bohr
HOMO energy = -8.98 eV

Geometry (Å):
C: 0.155 1.158 -0.340
C: 1.568 0.693 -0.871
C: 0.154 -1.377 0.097
C: -0.719 -0.185 -0.616
H: 0.925 0.837 1.160
H: -0.182 2.137 -0.858
H: 2.547 1.407 -0.901
H: 1.363 0.195 -1.933
H: 0.205 -2.287 -0.413
H: -0.309 -1.708 1.111
H: -0.715 -0.425 -1.644
H: -2.184 -0.663 1.882
O: 0.267 1.586 1.056
S: 1.774 -0.749 0.284
S: -2.445 -0.120 -0.064

Population analysis type Mulliken, resulting atomic charges in e: -0.263, -0.418, -0.470, -0.321, 0.424, 0.399, 0.295, 0.225, 0.348, 0.234, 0.363, 0.116, -0.507, -0.224, -0.201